Record 1
A molecular structure, C25H41IrN2O2P3Se in a non-equilibrium geometry. Source: the Open Molecules 2025 dataset; level of theory: ωB97M-V/def2-TZVPD.

CARTESIAN COORDINATES (ANGSTROEM)
1 Ir 0.47501 0.38086 -2.83952
2 Se 1.33438 -1.83567 1.30094
3 P 4.62025 -1.29268 -0.54250
4 P -1.35360 3.92752 -1.90072
5 P -2.98146 -2.06226 -0.17794
6 O 0.95583 2.17695 -0.24682
7 O -1.15750 0.24383 0.21325
8 N 0.43101 -0.49085 3.68919
9 N -0.09851 -2.60687 3.69090
10 C -0.62630 5.40624 -2.68585
11 C 1.25699 1.38867 -4.43962
12 C -1.78960 -3.31202 -0.70670
13 C 0.55417 -1.64416 2.94324
14 C -3.08420 3.95896 -2.46192
15 C -3.63906 -2.18121 1.45487
16 C -1.58143 4.40932 -0.15793
17 C -1.99663 -1.72091 6.79106
18 C -0.66566 -2.05835 4.84604
19 C -0.32905 -0.71525 4.84185
20 C -1.51457 -2.59620 5.80496
21 C 1.02642 -1.02875 -4.28734
22 C -1.65341 -0.35191 6.78729
23 C 1.85072 0.11066 -4.31882
24 C -0.92517 0.34741 -4.44106
25 C -4.20307 -2.01720 -1.50743
26 C -1.84143 -0.61673 -0.18215
27 C 0.86912 0.82359 3.26344
28 C -0.80030 0.17264 5.80575
29 C 5.41636 0.14732 -1.40242
30 C -0.35627 -0.89669 -4.28189
31 C 5.32026 -2.78987 -1.39818
32 C 0.68211 1.49066 -1.14316
33 C 5.10859 -1.17823 1.25561
34 C -0.15000 1.49375 -4.50422
35 H 5.94776 -1.82762 1.53767
36 H -1.17785 6.32692 -2.47287
37 H 6.38927 -2.96706 -1.21903
38 H -4.45722 -2.91791 1.51691
39 H -0.59632 5.24299 -3.77033
40 H -3.49493 4.97082 -2.50439
41 H 0.41214 5.51951 -2.35329
42 H 4.18963 -1.46304 1.79607
43 H -2.24706 -4.31517 -0.68299
44 H 1.81793 0.73855 2.72635
45 H -2.06128 0.30263 7.56058
46 H 4.77778 0.37566 -2.27224
47 H 2.90578 0.01606 -4.09250
48 H -0.62380 2.47625 -4.46974
49 H -2.84386 -2.45078 2.16645
50 H -0.89801 -3.26680 -0.06074
51 H 4.73018 -3.64751 -1.03237
52 H -3.69699 -1.95381 -2.48786
53 H 5.11921 -2.66447 -2.47795
54 H -2.65107 -2.09033 7.58264
55 H -3.10460 3.50675 -3.45937
56 H -0.49050 1.21594 5.76560
57 H 1.47938 -2.01566 -4.24792
58 H -0.60352 4.58441 0.30892
59 H 5.40170 1.01711 -0.73128
60 H -4.85916 -1.13792 -1.40896
61 H -3.70120 3.34308 -1.79728
62 H -2.00720 0.45169 -4.43471
63 H -1.75760 -3.65609 5.75228
64 H -2.04373 3.55544 0.35733
65 H 1.82406 2.31008 -4.24425
66 H 5.32798 -0.11715 1.44993
67 H -0.97136 -1.78752 -4.17289
68 H -0.19067 -3.56455 3.38349
69 H 0.99284 1.43127 4.16479
70 H 6.44065 -0.01856 -1.75361
71 H -2.23608 5.28504 -0.07092
72 H -1.45947 -3.07420 -1.73372
73 H -4.03943 -1.18976 1.72047
74 H 0.13563 1.29982 2.59953
75 H -4.83302 -2.92668 -1.49998

gap between HOMO and LUMO (spin up / spin down) = 6.0 / 2.9 eV
LUMO (spin up / spin down) = -10.99 / -13.80 eV
total charge = +4
2S+1 = 6
strongest force on any atom = 8.69 eV Å⁻¹
E_HOMO (spin up / spin down) = -17.0 / -16.7 eV

Record 2
C2HF3 in the gas phase in a non-equilibrium geometry. Source: the Open Molecules 2025 dataset; level of theory: ωB97M-V/def2-TZVPD.

CARTESIAN COORDINATES (ANGSTROEM)
1 F -1.70706 -0.27672 -0.10409
2 F -0.49717 1.60325 0.02278
3 F 1.62899 0.32401 -0.13322
4 C -0.47185 0.36836 -0.20167
5 C 0.52954 -0.42597 -0.01145
6 H 0.51755 -1.59293 0.42766

gap between HOMO and LUMO = 10.6 eV
structure (SMILES) = FC=C(F)F
LUMO = 0.75 eV
relative energy (zero: lowest compared OMol25 entry of this formula, charge and spin) = 1.294 eV
strongest force on any atom = 6.19 eV Å⁻¹
E_HOMO = -9.9 eV

Record 3
2 unconnected molecules or ions with the total composition C5H14 in a non-equilibrium geometry. Source: the Open Molecules 2025 dataset; level of theory: ωB97M-V/def2-TZVPD.

CARTESIAN COORDINATES (ANGSTROEM)
1 C 1.53225 1.92846 0.49124
2 C -0.78095 -2.78814 -0.48291
3 C 0.06158 2.23188 0.84797
4 C -0.88054 1.05065 0.61147
5 C 0.10438 -1.85897 -1.32225
6 H -1.89671 1.43433 0.56862
7 H 1.65039 1.05721 -0.15083
8 H 1.06880 -1.87257 -0.83368
9 H 0.20989 -2.23014 -2.34055
10 H -1.53387 -2.27425 0.12552
11 H -0.54972 0.48181 -0.24613
12 H -0.80898 0.29180 1.39781
13 H 1.95547 2.73234 -0.11786
14 H 2.09503 1.90172 1.41532
15 H -1.24378 -3.62074 -1.00447
16 H -0.22681 -3.18986 0.37517
17 H -0.26972 3.05242 0.23758
18 H -0.46719 -0.94859 -1.43536
19 H -0.01951 2.62063 1.86334

gap between HOMO and LUMO = 12.3 eV
structure (SMILES) = CCC.CC
LUMO = 1.20 eV
relative energy (zero: lowest compared OMol25 entry of this formula, charge and spin) = 0.717 eV
strongest force on any atom = 1.66 eV Å⁻¹
E_HOMO = -11.1 eV

Record 4
A molecular structure, C15H17BrNO4PdS. Source: the Open Molecules 2025 dataset; level of theory: ωB97M-V/def2-TZVPD.

CARTESIAN COORDINATES (ANGSTROEM)
1 Pd -0.14844 0.19980 -0.78211
2 Br -7.12387 1.86458 3.09507
3 S -0.66963 3.63318 -1.15383
4 O -0.47581 -1.84137 -1.57026
5 O -0.57605 0.43998 1.39546
6 O -0.51873 2.11127 -1.40321
7 O -0.90983 0.12097 3.58077
8 N 1.75567 -0.60111 -1.05232
9 C -5.00086 0.67588 1.74440
10 C -2.74584 0.87152 2.51966
11 C 1.90672 -1.76022 -1.70738
12 C 2.83506 0.12349 -0.69456
13 C -5.39164 1.50555 2.83823
14 C -1.27626 0.45324 2.38312
15 C 4.10859 -0.27936 -1.01191
16 C 4.27580 -1.46729 -1.71765
17 C 3.16486 -2.21620 -2.05968
18 C -4.43556 2.03202 3.75778
19 C -0.93656 4.27329 -2.78685
20 C -3.11079 1.69662 3.59348
21 C -3.67503 0.36668 1.59305
22 C 0.97573 4.22479 -0.83756
23 C 0.68328 -2.56552 -2.02909
24 H -2.37195 2.05462 4.29735
25 H -1.21042 5.32478 -2.68718
26 H 0.73501 -3.53051 -1.52297
27 H -1.76906 3.71578 -3.21193
28 H -0.03798 4.15727 -3.38908
29 H 1.60516 4.06570 -1.71135
30 H -3.36467 -0.29324 0.79528
31 H -5.75004 0.28656 1.06792
32 H 3.26620 -3.15525 -2.58846
33 H 1.35137 3.68100 0.02791
34 H 0.91121 5.28610 -0.59364
35 H 4.95494 0.32183 -0.71200
36 H 0.60816 -2.73514 -3.10392
37 H 5.26580 -1.80694 -1.99161
38 H -4.75536 2.65934 4.57974
39 H 2.64954 1.03097 -0.13644
40 H -1.26321 -2.39267 -1.65190

gap between HOMO and LUMO (spin up / spin down) = 8.6 / 4.6 eV
LUMO (spin up / spin down) = -9.56 / -13.53 eV
relative energy (zero: lowest compared OMol25 entry of this formula, charge and spin) = 0.648 eV
total charge = +3
2S+1 = 5
strongest force on any atom = 0.90 eV Å⁻¹
E_HOMO (spin up / spin down) = -18.1 / -18.1 eV

Record 5
C19H27N5O3 in the gas phase. Source: the Open Molecules 2025 dataset; level of theory: ωB97M-V/def2-TZVPD.

CARTESIAN COORDINATES (ANGSTROEM)
1 O -5.05457 -1.40020 0.58566
2 O -4.74723 0.81992 -0.71437
3 O 2.60133 0.92047 2.34544
4 N 0.61390 -3.89775 -1.32036
5 N 2.03346 -2.86764 -0.02896
6 N -0.04751 1.01250 0.55666
7 N 2.61868 2.02517 0.39330
8 N 2.64354 -3.99787 -0.40486
9 C -2.40434 0.99038 -0.08371
10 C 1.63286 1.67678 -1.80427
11 C -2.72811 -1.36168 1.33961
12 C 4.19151 0.15343 0.74664
13 C 1.76095 -4.58887 -1.17431
14 C 2.86737 2.14002 -1.02485
15 C -4.65403 2.01124 -1.44896
16 C 2.69541 -1.89115 0.78797
17 C 3.64668 -1.03368 -0.05431
18 C -3.63592 0.36003 -0.07025
19 C -1.31591 0.45636 0.61110
20 C 1.50368 2.84818 0.82410
21 C -5.26007 -2.62171 1.24514
22 C 3.07112 1.06063 1.22593
23 C -1.50119 -0.71838 1.33080
24 C 0.81380 -2.82270 -0.59489
25 C 0.21058 2.37715 0.14746
26 C -3.80506 -0.84423 0.64307
27 C 0.40204 2.47065 -1.37741
28 H -2.82719 -2.27391 1.90514
29 H -0.47393 2.07490 -1.89000
30 H 1.70944 3.88851 0.55523
31 H 0.11323 -2.02503 -0.45012
32 H 1.44734 0.62063 -1.60214
33 H 0.54286 0.70884 1.31877
34 H -5.64603 2.17680 -1.86663
35 H -6.29635 -2.89185 1.04726
36 H -0.68190 -1.13287 1.90088
37 H 1.93889 -5.53548 -1.64089
38 H 4.47698 -1.65679 -0.39236
39 H -5.11294 -2.52851 2.32721
40 H -0.61128 3.04408 0.45290
41 H 3.25657 -2.41546 1.56519
42 H -4.38589 2.86197 -0.81211
43 H 3.11204 -0.68188 -0.93872
44 H 1.93401 -1.26721 1.25926
45 H -2.28461 1.91072 -0.62903
46 H 3.06512 3.19519 -1.24955
47 H 1.80932 1.79757 -2.87378
48 H 4.68616 -0.22398 1.64348
49 H 4.92408 0.70488 0.15798
50 H 1.42294 2.76734 1.90978
51 H 3.74184 1.56161 -1.31552
52 H -4.60161 -3.40692 0.85746
53 H -3.92918 1.92881 -2.26683
54 H 0.51711 3.52102 -1.65420

gap between HOMO and LUMO = 7.9 eV
structure (SMILES) = COc1ccc(N[C@@H]2CCCN(C(=O)CCCn3cncn3)C2)cc1OC
LUMO = 0.61 eV
relative energy (zero: lowest compared OMol25 entry of this formula, charge and spin) = 1.878 eV
strongest force on any atom = 0.89 eV Å⁻¹
E_HOMO = -7.3 eV

Record 6
A molecular structure, C14H18N2O in a non-equilibrium geometry. Source: the Open Molecules 2025 dataset; level of theory: ωB97M-V/def2-TZVPD.

CARTESIAN COORDINATES (ANGSTROEM)
1 O 1.94567 -0.88004 2.00857
2 N -1.05626 2.13272 1.29560
3 N 1.56440 -1.72811 0.02324
4 C -0.10625 -0.92437 -2.74193
5 C 0.18905 -0.78842 -1.50829
6 C 1.35534 -0.86893 0.99839
7 C 1.85530 -3.37279 -4.51055
8 C 0.26940 -1.84286 -3.75645
9 C -0.27527 -0.08089 -0.47064
10 C -2.65423 2.08900 2.91990
11 C -0.13722 0.93557 1.78081
12 C -0.66125 3.46966 3.42973
13 C -1.67475 2.79672 2.52661
14 C 1.23357 -1.67919 -1.17550
15 C 1.79552 -2.51921 -2.00330
16 C 0.21488 -0.10459 0.80452
17 C 1.22456 -2.45861 -3.35450
18 H -3.40418 1.25939 2.38082
19 H 0.16692 3.96345 3.06094
20 H 1.06097 -4.10747 -4.84168
21 H 2.51886 -3.32964 -1.93019
22 H -0.17125 2.64441 4.02203
23 H 2.60152 -4.06058 -4.20975
24 H -1.15145 0.61414 -0.67316
25 H -2.46782 1.33283 3.78652
26 H 2.59282 -2.41159 0.37867
27 H -1.40122 4.01805 4.06355
28 H -1.00465 -0.14599 -2.99725
29 H -3.63538 2.77150 3.39840
30 H -0.30919 2.66205 0.76791
31 H -0.37603 -1.66231 -4.82952
32 H -2.03312 3.58334 1.92334
33 H 0.72481 1.19444 2.39359
34 H -0.87369 0.36218 2.50049
35 H 2.07966 -2.86385 -5.46096

gap between HOMO and LUMO = 8.8 eV
LUMO = 0.32 eV
relative energy (zero: lowest compared OMol25 entry of this formula, charge and spin) = 10.115 eV
strongest force on any atom = 18.75 eV Å⁻¹
E_HOMO = -8.5 eV

Record 7
C5H10N2O2 in the gas phase in a non-equilibrium geometry. Source: the Open Molecules 2025 dataset; level of theory: ωB97M-V/def2-TZVPD.

CARTESIAN COORDINATES (ANGSTROEM)
1 O 0.33316 -1.34780 -2.01993
2 O -0.07987 1.39416 1.01022
3 N 1.14564 0.70006 -1.35007
4 N -0.92758 -0.36614 2.20277
5 C 2.30154 0.65873 -2.17869
6 C -0.26781 -0.03879 3.43034
7 C -0.61071 0.27673 0.96734
8 C 0.27907 -0.41541 -1.24016
9 C -0.99905 -0.27921 -0.41023
10 H -1.62979 0.54650 -0.80656
11 H 2.85967 -0.16176 -1.76337
12 H 0.82348 -0.05524 3.09466
13 H 2.92341 1.52018 -2.20475
14 H 1.21687 1.20199 -0.51025
15 H -0.41994 -0.78969 4.17500
16 H -1.56877 -1.23693 -0.29350
17 H -1.27925 -1.32864 2.27207
18 H -0.72295 0.96098 3.86004
19 H 1.99977 0.55313 -3.17559

gap between HOMO and LUMO = 10.1 eV
structure (SMILES) = CNC(=O)CC(=O)NC
LUMO = 0.64 eV
relative energy (zero: lowest compared OMol25 entry of this formula, charge and spin) = 1.457 eV
strongest force on any atom = 3.00 eV Å⁻¹
E_HOMO = -9.5 eV

Record 8
C7H8 in the gas phase. Source: the Open Molecules 2025 dataset; level of theory: ωB97M-V/def2-TZVPD.

CARTESIAN COORDINATES (ANGSTROEM)
1 C -1.43329 0.12954 0.84327
2 C -0.53173 -0.12433 -0.12386
3 C 2.93869 0.73902 -0.06431
4 C -2.43340 -0.13930 1.76032
5 C 0.34406 1.00242 -0.65260
6 C -0.18276 -1.51867 -0.54121
7 C 1.77195 0.87341 -0.33320
8 H 0.18341 -1.57601 -1.57205
9 H 0.62956 -1.87271 0.11050
10 H 0.23377 1.00667 -1.74733
11 H -0.02340 1.98227 -0.31737
12 H -0.98966 0.94278 1.46348
13 H -1.03404 -2.18881 -0.40115
14 H 3.96969 0.61507 0.18410
15 H -3.44285 0.12865 1.39139

gap between HOMO and LUMO = 7.7 eV
LUMO = -0.24 eV
relative energy (zero: lowest compared OMol25 entry of this formula, charge and spin) = 6.933 eV
strongest force on any atom = 0.89 eV Å⁻¹
E_HOMO = -7.9 eV